CH2P2S3 | ωB97M-V/def2-TZVPD

Each line ends with the natural charge from an NBO analysis.
CARTESIAN COORDINATES (ANGSTROEM)
C 0.6997 0.7455 0.0291  -1.1657
P 0.1854 0.2603 1.6781  0.7406
P -0.5029 0.1923 -1.4871  0.6136
S -2.3111 0.6366 -0.9629  -0.5815
S -0.4465 -1.7065 1.3140  0.0249
S -0.4331 -1.9429 -0.6759  -0.1867
H 1.2312 1.7361 0.1548  0.2783
H 1.5772 0.0786 -0.0501  0.2764

Computed properties:
Electronic energy ... -1916.54180 Eh
Energy above the lowest of the compared OMol25 structures with the same formula, charge and spin ... 44.8 kcal per mole
LUMO energy (alpha / beta) ... -0.0922 / -0.0920 Eh
Orbital gap (alpha / beta) ... 5.449 / 5.456 eV
HOMO level (alpha / beta) ... -8.0 / -8.0 eV